1.
Formula: C5H12OSi
Source: the OMol25 dataset
Level of theory: ωB97M-V with the def2-TZVPD basis set

The geometry in XYZ format:
```
19
Properties=species:S:1:pos:R:3:forces:R:3
C -0.744009 -1.358186 -0.363740 -0.89 -1.63 -0.58
C -0.684734 -0.070144 -0.023872 0.85 -0.91 0.46
C -1.684104 0.825649 -0.550811 -1.48 0.42 0.63
C 1.848171 -0.528699 3.007174 1.41 1.90 1.05
C -0.024858 0.357072 -3.288959 -2.41 -2.87 0.49
O 1.780393 -0.251168 1.627145 -0.31 -0.22 0.00
Si 0.749290 0.711084 0.821993 0.48 1.47 0.13
H -0.024318 -2.064053 0.026533 0.12 -0.13 -0.05
H -1.569173 -1.843022 -1.033463 1.47 1.24 1.24
H -1.848089 0.718084 -1.565923 -0.06 -0.40 -2.29
H -1.500669 1.845834 -0.416485 0.37 1.72 0.50
H -2.641250 0.596765 -0.125448 -0.64 0.03 0.60
H 1.027329 -0.123364 3.645776 -0.01 -0.74 -0.82
H 2.738315 0.034060 3.445123 -0.73 -0.84 -0.61
H 2.039606 -1.578396 3.075346 -0.24 -0.63 0.60
H -0.731092 -0.518663 -3.149826 0.86 1.22 -0.18
H -0.009662 0.721875 -4.261869 0.50 0.98 -1.25
H 0.645279 0.457644 -2.495883 1.16 0.66 0.72
H 0.633573 2.067628 1.627188 -0.42 -1.28 -0.64
```
Forces are in eV/Å.

HOMO level (alpha / beta) ... -6.812 / -9.716 eV
Relative energy (zero: lowest compared OMol25 entry of this formula, charge and spin) ... 0.0 kcal per mole
2S+1 ... 3
Expectation value of S² ... 2.01
Gap between HOMO and LUMO (alpha / beta) ... 0.285 / 0.344 Ha

=====

2.
Formula: C2H5NS
Source: the OMol25 dataset
Level of theory: ωB97M-V with the def2-TZVPD basis set

The geometry in XYZ format:
```
9
Properties=species:S:1:pos:R:3:forces:R:3
C 0.518366 0.046933 0.161496 -1.73 -0.15 -0.78
C -0.865219 0.329060 -0.476635 -0.94 -0.30 -0.84
N 0.002807 -0.145661 1.517959 -0.13 -0.37 1.17
S -1.630756 0.476652 1.143257 0.68 -0.10 0.79
H 0.904925 -0.849072 -0.271353 0.47 -0.71 -0.16
H 1.258111 0.779150 0.045186 0.93 1.43 0.28
H -1.218074 1.165707 -1.131937 1.11 -0.79 0.23
H -1.161087 -0.658097 -0.850771 -0.35 0.51 -0.59
H -0.064071 -1.146531 1.728667 -0.03 0.48 -0.09
```
Forces are in eV/Å.

HOMO level ... -8.073 eV
Relative energy (zero: lowest compared OMol25 entry of this formula, charge and spin) ... 40.7 kcal per mole
Gap between HOMO and LUMO ... 0.322 Ha

=====

Repeat the first record exactly.
Formula: C5H12OSi
Source: the OMol25 dataset
Level of theory: ωB97M-V with the def2-TZVPD basis set

The geometry in XYZ format:
```
19
Properties=species:S:1:pos:R:3:forces:R:3
C -0.744009 -1.358186 -0.363740 -0.89 -1.63 -0.58
C -0.684734 -0.070144 -0.023872 0.85 -0.91 0.46
C -1.684104 0.825649 -0.550811 -1.48 0.42 0.63
C 1.848171 -0.528699 3.007174 1.41 1.90 1.05
C -0.024858 0.357072 -3.288959 -2.41 -2.87 0.49
O 1.780393 -0.251168 1.627145 -0.31 -0.22 0.00
Si 0.749290 0.711084 0.821993 0.48 1.47 0.13
H -0.024318 -2.064053 0.026533 0.12 -0.13 -0.05
H -1.569173 -1.843022 -1.033463 1.47 1.24 1.24
H -1.848089 0.718084 -1.565923 -0.06 -0.40 -2.29
H -1.500669 1.845834 -0.416485 0.37 1.72 0.50
H -2.641250 0.596765 -0.125448 -0.64 0.03 0.60
H 1.027329 -0.123364 3.645776 -0.01 -0.74 -0.82
H 2.738315 0.034060 3.445123 -0.73 -0.84 -0.61
H 2.039606 -1.578396 3.075346 -0.24 -0.63 0.60
H -0.731092 -0.518663 -3.149826 0.86 1.22 -0.18
H -0.009662 0.721875 -4.261869 0.50 0.98 -1.25
H 0.645279 0.457644 -2.495883 1.16 0.66 0.72
H 0.633573 2.067628 1.627188 -0.42 -1.28 -0.64
```
Forces are in eV/Å.

HOMO level (alpha / beta) ... -6.812 / -9.716 eV
Relative energy (zero: lowest compared OMol25 entry of this formula, charge and spin) ... 0.0 kcal per mole
2S+1 ... 3
Expectation value of S² ... 2.01
Gap between HOMO and LUMO (alpha / beta) ... 0.285 / 0.344 Ha